49
Properties=species:S:1:pos:R:3:forces:R:3 method="wB97M-V/def2-TZVPD" e_above_lowest_kcal_mol=59.2 gap_ev="5.90 / 6.31" energy_ha=-1912.8954 multiplicity=3
C 0.879 -1.112 -2.628 0.3 -1.2 0.6
C 0.176 2.123 -2.011 0.0 -0.1 1.2
C -0.546 -1.018 -2.323 1.7 -0.8 1.9
H 1.223 -1.922 -3.338 -0.1 0.6 0.6
C -1.104 1.942 -1.698 -0.1 -0.7 0.1
H 0.798 2.696 -1.311 -0.2 -0.3 -0.2
H -0.956 -1.976 -2.006 0.2 0.0 -0.1
H -1.480 2.157 -0.688 0.3 0.6 -0.6
C -1.521 -0.225 -3.065 -1.0 0.3 -0.7
H -2.413 -0.871 -3.189 0.3 0.3 0.0
H -1.152 -0.081 -4.084 -0.2 0.3 -0.2
C 1.690 0.176 -2.808 -0.2 0.1 0.2
H 2.475 0.012 -3.566 -0.2 0.1 0.4
H 2.252 0.340 -1.840 0.2 0.4 -0.7
C 0.924 1.479 -3.131 0.5 0.7 -0.5
H 0.265 1.356 -3.987 0.2 -0.1 -0.2
H 1.692 2.215 -3.406 -0.1 -0.2 -0.3
C -2.068 1.115 -2.499 -0.2 -0.2 -0.3
H -2.457 1.652 -3.389 0.0 0.1 0.7
H -2.908 0.877 -1.829 0.1 0.1 -0.4
Ti 1.370 -0.703 -0.271 -0.5 3.2 -1.5
H 1.417 -1.670 -1.569 0.2 -1.5 -3.3
C 0.166 -4.077 -0.372 0.0 -1.0 -0.2
C 0.066 -3.246 0.850 0.1 0.9 0.6
C -0.125 -3.683 2.147 -0.2 -0.9 -0.2
C -0.244 -2.767 3.188 -0.2 1.2 0.1
C -0.242 -1.396 2.929 0.2 -0.7 0.8
C 0.012 -0.971 1.626 0.9 0.9 -1.0
N 0.198 -1.929 0.639 -1.3 -0.3 1.7
N 0.350 0.306 1.152 -1.2 -0.5 1.8
Si 0.155 1.765 2.181 0.2 -0.5 0.0
C -1.455 1.791 3.185 0.0 -0.1 -0.1
C 1.614 1.737 3.379 -0.2 0.2 0.0
C 0.194 3.406 1.247 0.1 -0.4 0.0
H -0.750 -3.992 -0.972 0.2 0.0 0.2
H 0.997 -3.775 -1.020 -0.1 0.1 0.3
H 0.308 -5.128 -0.097 -0.1 0.1 -0.2
H -0.179 -4.747 2.353 0.0 0.1 0.0
H -0.336 -3.093 4.225 0.0 -0.1 -0.4
H -0.267 -0.659 3.725 -0.1 -0.3 0.0
H -1.786 0.792 3.482 -0.1 0.2 -0.1
H -1.330 2.378 4.104 0.1 -0.1 -0.2
H -2.264 2.263 2.616 0.1 -0.1 0.0
H 2.512 2.109 2.875 0.0 -0.1 0.1
H 1.416 2.373 4.250 0.1 -0.1 -0.1
H 1.803 0.718 3.730 0.1 0.1 0.0
H 1.115 3.499 0.666 -0.1 0.1 0.0
H -0.661 3.534 0.577 0.2 0.0 0.1
H 0.175 4.230 1.970 0.0 -0.2 0.0